# C22H43BrN2O3Si

A 2-piece molecular cluster, C22H43BrN2O3Si overall (wB97M-V/def2-TZVPD, OMol25).

Each line ends with the Löwdin charge.
Geometry (Å):
C 0.96 0.23 3.16  -0.07
C -0.26 -0.68 3.23  -0.24
O -1.46 -0.04 2.82  -0.09
C -1.49 0.28 1.46  -0.26
O -1.43 -0.88 0.69  -0.13
C -0.48 -0.86 -0.38  -0.31
C -0.76 0.18 -1.46  -0.33
C -1.84 -0.13 -2.48  -0.13
C -3.24 -0.39 -1.91  -0.19
C -4.09 0.89 -1.83  -0.22
C -5.11 0.89 -0.70  -0.20
C -6.42 0.10 -0.98  -0.25
N -6.49 -0.48 -2.34  -0.01
O 0.47 0.33 -2.17  -0.14
C 1.28 1.37 -1.66  -0.26
C 2.63 1.34 -2.35  -0.20
C 3.77 0.61 -1.63  -0.68
C 4.83 0.08 -2.62  -0.14
Br 3.13 -0.87 -0.53  0.81
Si -0.26 -2.67 -0.95  0.56
C 0.70 -3.63 0.35  -0.17
C 0.70 -2.82 -2.54  -0.17
C -1.94 -3.48 -1.11  -0.16
H 1.33 0.34 2.13  0.05
H 1.77 -0.14 3.78  0.07
H 0.66 1.23 3.49  0.09
H -0.12 -1.59 2.64  0.10
H -0.43 -0.98 4.26  0.12
H -2.43 0.80 1.30  0.13
H -0.66 0.95 1.21  0.13
H 0.49 -0.58 0.06  0.05
H -0.99 1.15 -1.01  0.14
H -1.52 -0.94 -3.14  0.10
H -1.91 0.75 -3.13  0.12
H -3.18 -0.82 -0.91  0.09
H -3.74 -1.11 -2.54  0.10
H -4.60 1.02 -2.79  0.10
H -3.42 1.74 -1.70  0.10
H -5.36 1.92 -0.45  0.10
H -4.66 0.47 0.20  0.09
H -6.52 -0.70 -0.25  0.10
H -7.26 0.77 -0.83  0.10
H -6.66 -1.48 -2.27  0.06
H -7.28 -0.11 -2.84  0.06
H 1.39 1.27 -0.58  0.10
H 0.79 2.33 -1.85  0.13
H 2.94 2.38 -2.44  0.12
H 2.52 0.96 -3.36  0.12
H 4.28 1.30 -0.96  0.08
H 4.76 -1.00 -2.71  0.05
H 4.69 0.51 -3.61  0.07
H 5.84 0.30 -2.26  0.07
H 0.67 -4.68 0.04  0.03
H 1.75 -3.33 0.32  0.00
H 0.30 -3.55 1.35  0.02
H 0.56 -3.81 -2.99  0.03
H 1.77 -2.69 -2.35  -0.01
H 0.42 -2.07 -3.28  0.02
H -2.62 -3.11 -0.34  0.03
H -1.86 -4.56 -0.97  0.03
H -2.41 -3.29 -2.08  0.03
C 4.67 3.03 5.37  -0.08
C 4.00 4.00 4.64  -0.07
C 3.61 3.71 3.35  -0.16
N 3.84 2.54 2.76  0.06
C 4.48 1.61 3.47  -0.16
C 4.92 1.81 4.77  -0.07
H 5.00 3.22 6.38  0.10
H 3.79 4.97 5.07  0.10
H 3.08 4.44 2.75  0.10
H 4.66 0.67 2.96  0.10
H 5.43 1.02 5.30  0.10

For the maximum force, the calculation gives 0.820 eV/A. The calculation puts the total energy at -4062.78658 a.u. As for the LUMO energy: 0.0265 Eh.

---

# C3H3FO

A 2-piece molecular cluster, C3H3FO overall (wB97M-V/def2-TZVPD, OMol25).

Each line ends with the natural charge from an NBO analysis.
Geometry (Å):
C 1.52 0.97 -0.21  -0.11
C 0.37 0.66 -0.01  -0.09
C -0.65 -0.30 0.01  -0.15
O -2.48 0.65 0.42  -0.24
F -3.38 -0.11 -0.27  -0.18
H 2.41 1.45 0.06  0.24
H -0.61 -0.75 1.06  0.26
H -0.95 -0.77 -1.00  0.27

For the maximum force, the calculation gives 3.772 eV/A. The calculation puts the total energy at -290.90984 a.u. The value obtained for the relative energy (zero: lowest compared OMol25 entry of this formula, charge and spin) is 7.234 eV. As for the LUMO energy: -0.0419 Eh.

---

# C4H7NO

C4H7NO as an isolated structure (wB97M-V/def2-TZVPD, OMol25).

Each line ends with the natural charge from an NBO analysis.
Geometry (Å):
O 1.79 -0.85 0.89  -0.57
N 0.90 0.22 0.69  -0.15
C 0.31 0.08 -0.58  0.15
C 0.28 -0.94 -1.42  -0.52
C -0.84 0.32 1.06  -0.20
C -0.78 1.05 -0.26  -0.47
H 2.61 -0.44 1.21  0.48
H -0.50 -0.95 -2.17  0.20
H 0.93 -1.80 -1.32  0.22
H -1.33 0.86 1.88  0.21
H -1.21 -0.71 1.00  0.20
H -1.60 1.10 -0.97  0.23
H -0.37 2.04 -0.05  0.22

For the maximum force, the calculation gives 1.246 eV/A. The calculation puts the total energy at -286.44908 a.u. The value obtained for the relative energy (zero: lowest compared OMol25 entry of this formula, charge and spin) is 4.968 eV. As for the LUMO energy: 0.0378 Eh.

---

# C11H15OS2

An isolated ion of composition C11H15OS2 and charge -1 (wB97M-V/def2-TZVPD, OMol25).

Each line ends with the natural charge from an NBO analysis.
Geometry (Å):
S -1.01 2.67 -4.32  -0.29
C -1.22 1.95 -2.85  0.04
S -2.84 1.48 -2.33  -0.46
O -0.11 1.74 -2.10  -0.55
C -0.25 1.03 -0.86  0.07
C 1.03 1.34 -0.02  -0.43
C 1.72 -0.05 0.09  -0.21
C 1.44 -0.57 -1.33  -0.41
C -0.11 -0.50 -1.13  -0.24
C -0.32 -1.40 0.12  -0.20
C -1.55 -1.03 0.99  -0.43
C -1.05 -0.19 2.14  -0.41
C 0.44 -0.59 2.33  -0.40
C 0.94 -1.09 0.96  -0.22
H -1.16 1.29 -0.33  0.23
H 0.82 1.80 0.94  0.20
H 1.69 2.03 -0.53  0.23
H 2.79 -0.05 0.36  0.20
H 1.84 -1.59 -1.47  0.19
H 1.83 0.09 -2.12  0.23
H -0.67 -0.83 -1.99  0.24
H -0.31 -2.46 -0.18  0.21
H -2.03 -1.91 1.40  0.19
H -2.31 -0.53 0.38  0.24
H -1.56 -0.38 3.04  0.20
H -1.17 0.85 1.94  0.20
H 1.05 0.25 2.69  0.20
H 0.58 -1.34 3.09  0.19
H 1.52 -2.02 1.10  0.20

For the maximum force, the calculation gives 2.116 eV/A. The total charge is -1. The calculation puts the total energy at -1299.82335 a.u. The value obtained for the relative energy (zero: lowest compared OMol25 entry of this formula, charge and spin) is 0.000 eV. As for the LUMO energy: 0.1147 Eh.

---

Kohn-Sham gap values (in eV) by entry order: 9.870, 8.805, 9.565, 6.213.